a:
C37H36AsCl3N2O5PPdS2 as an isolated structure. Source: OMol25; level of theory: ωB97M-V/def2-TZVPD.

Positions of all 88 atoms, in Å:
1 Pd 0.158 0.448 -0.140
2 O 0.650 1.267 1.764
3 S 1.243 0.005 2.371
4 O 0.993 -0.207 3.761
5 O 0.846 -1.134 1.532
6 C 2.981 0.146 2.112
7 C 3.807 0.392 3.198
8 C 5.177 0.457 3.000
9 C 5.707 0.273 1.728
10 C 4.873 0.036 0.645
11 C 3.495 -0.022 0.822
12 P 2.411 -0.187 -0.644
13 C 3.057 1.114 -1.738
14 C 2.533 2.400 -1.607
15 C 3.025 3.437 -2.387
16 C 4.039 3.194 -3.304
17 C 4.565 1.918 -3.438
18 C 4.076 0.878 -2.659
19 C 2.788 -1.764 -1.402
20 C 3.301 -2.819 -0.651
21 C 3.476 -4.062 -1.243
22 C 3.131 -4.255 -2.575
23 C 2.603 -3.208 -3.321
24 C 2.416 -1.965 -2.735
25 H 3.364 0.515 4.180
26 H 5.836 0.638 3.841
27 H 6.779 0.327 1.576
28 H 5.298 -0.101 -0.344
29 H 1.751 2.590 -0.898
30 H 2.617 4.434 -2.278
31 H 4.416 4.003 -3.921
32 H 5.361 1.730 -4.149
33 H 4.484 -0.121 -2.775
34 H 3.561 -2.667 0.390
35 H 3.880 -4.882 -0.661
36 H 3.271 -5.229 -3.031
37 H 2.333 -3.361 -4.360
38 H 1.979 -1.149 -3.302
39 C -2.396 -1.037 0.447
40 As -1.664 -1.586 -1.244
41 C -3.107 -1.873 -2.461
42 C -0.753 -3.237 -0.940
43 O -0.593 -0.450 -1.915
44 H -3.296 -1.609 0.674
45 H -2.631 0.019 0.413
46 H -1.647 -1.230 1.204
47 H -3.812 -2.603 -2.067
48 H -2.680 -2.238 -3.390
49 H -3.606 -0.924 -2.645
50 H -1.430 -3.970 -0.506
51 H 0.063 -3.026 -0.250
52 H -0.354 -3.594 -1.884
53 Cl -8.516 5.363 2.546
54 C -7.609 4.675 1.247
55 C -6.319 4.229 1.466
56 C -5.626 3.642 0.422
57 C -6.184 3.492 -0.846
58 C -5.411 2.795 -1.942
59 C -4.104 3.547 -2.284
60 N -2.932 3.224 -1.464
61 C -2.362 4.020 -0.487
62 C -1.297 3.330 -0.007
63 N -1.189 2.134 -0.695
64 C -2.194 2.095 -1.546
65 O -5.078 1.420 -1.714
66 C -5.683 0.621 -0.690
67 C -7.177 0.532 -0.731
68 C -7.976 0.540 0.373
69 Cl -7.480 0.645 2.015
70 S -9.638 0.395 -0.014
71 C -9.285 0.312 -1.684
72 C -7.951 0.388 -1.924
73 C -7.475 3.996 -1.041
74 Cl -8.261 3.941 -2.592
75 C -8.188 4.576 -0.006
76 H -5.869 4.322 2.447
77 H -4.623 3.272 0.610
78 H -6.003 2.829 -2.846
79 H -4.297 4.609 -2.179
80 H -3.851 3.344 -3.321
81 H -2.748 4.999 -0.233
82 H -0.599 3.600 0.771
83 H -2.379 1.311 -2.262
84 H -5.366 0.938 0.303
85 H -5.268 -0.365 -0.879
86 H -10.090 0.217 -2.402
87 H -7.514 0.346 -2.918
88 H -9.192 4.943 -0.174

Calculated values
Spin multiplicity   1
Total charge   +1

Population analysis type Löwdin, resulting atomic charges in e: 0.772, -0.408, 0.488, -0.258, -0.430, -0.269, -0.034, -0.045, -0.048, -0.066, -0.308, 1.075, -0.342, -0.088, -0.064, -0.068, -0.065, -0.092, -0.362, -0.071, -0.063, -0.069, -0.073, -0.106, 0.122, 0.116, 0.114, 0.112, 0.075, 0.110, 0.111, 0.111, 0.107, 0.114, 0.112, 0.110, 0.110, 0.111, -0.194, 1.021, -0.185, -0.174, -0.569, 0.056, 0.021, 0.024, 0.055, 0.049, 0.028, 0.055, 0.033, 0.044, 0.710, -0.662, -0.093, -0.032, -0.197, -0.267, -0.032, -0.046, -0.053, -0.105, -0.022, -0.145, -0.114, -0.153, -0.327, -0.971, 0.681, 1.019, -0.404, -0.148, -0.567, 0.741, -0.120, 0.116, 0.114, 0.105, 0.141, 0.136, 0.133, 0.110, 0.123, 0.095, 0.115, 0.077, 0.122, 0.112

=====

b:
C37H36AsCl3N2O5PPdS2 as an isolated structure. Source: OMol25; level of theory: ωB97M-V/def2-TZVPD.

Positions of all 88 atoms, in Å:
1 Pd 1.415 0.653 -1.551
2 O 4.818 -1.259 -0.758
3 S 3.665 -0.417 -0.779
4 O 2.381 -1.130 -0.602
5 O 3.597 0.461 -1.978
6 C 3.843 0.769 0.575
7 C 5.144 1.055 0.948
8 C 5.399 1.992 1.936
9 C 4.345 2.623 2.577
10 C 3.044 2.327 2.218
11 C 2.779 1.418 1.190
12 P 1.038 1.012 0.805
13 C 0.119 2.575 0.937
14 C -1.261 2.499 1.128
15 C -2.026 3.650 1.157
16 C -1.431 4.888 0.970
17 C -0.070 4.964 0.711
18 C 0.701 3.815 0.686
19 C 0.688 0.051 2.318
20 C 0.056 0.627 3.416
21 C -0.125 -0.118 4.567
22 C 0.323 -1.427 4.631
23 C 0.969 -1.993 3.545
24 C 1.150 -1.262 2.384
25 H 5.941 0.515 0.461
26 H 6.416 2.209 2.219
27 H 4.539 3.337 3.363
28 H 2.225 2.801 2.738
29 H -1.720 1.527 1.260
30 H -3.092 3.582 1.309
31 H -2.033 5.785 1.017
32 H 0.396 5.918 0.514
33 H 1.756 3.877 0.463
34 H -0.288 1.650 3.378
35 H -0.612 0.327 5.421
36 H 0.168 -2.006 5.527
37 H 1.323 -3.010 3.604
38 H 1.642 -1.697 1.526
39 C 2.736 5.058 -3.481
40 As 2.969 3.205 -2.885
41 C 3.080 2.120 -4.495
42 C 4.633 3.296 -1.856
43 O 1.604 2.876 -2.012
44 H 3.488 5.318 -4.224
45 H 2.834 5.718 -2.617
46 H 1.740 5.195 -3.902
47 H 3.880 2.474 -5.145
48 H 2.117 2.187 -5.010
49 H 3.267 1.090 -4.190
50 H 5.325 3.987 -2.336
51 H 5.080 2.309 -1.795
52 H 4.397 3.652 -0.853
53 Cl -5.140 -2.773 3.897
54 C -4.684 -2.780 2.241
55 C -3.959 -1.725 1.709
56 C -3.533 -1.781 0.394
57 C -3.851 -2.854 -0.434
58 C -3.372 -2.967 -1.863
59 C -3.536 -1.676 -2.708
60 N -2.588 -0.630 -2.424
61 C -2.887 0.678 -2.172
62 C -1.701 1.330 -2.008
63 N -0.688 0.435 -2.167
64 C -1.247 -0.733 -2.423
65 O -2.039 -3.445 -2.033
66 C -1.230 -3.728 -0.908
67 C -1.724 -4.873 -0.074
68 C -1.810 -4.850 1.288
69 Cl -1.360 -3.552 2.311
70 S -2.455 -6.314 1.942
71 C -2.619 -6.963 0.357
72 C -2.189 -6.105 -0.599
73 C -4.636 -3.874 0.114
74 Cl -5.160 -5.216 -0.836
75 C -5.026 -3.859 1.442
76 H -3.715 -0.877 2.329
77 H -2.932 -0.968 0.016
78 H -4.020 -3.710 -2.351
79 H -4.544 -1.285 -2.562
80 H -3.418 -1.966 -3.757
81 H -3.893 1.041 -2.135
82 H -1.508 2.367 -1.820
83 H -0.716 -1.651 -2.602
84 H -1.096 -2.844 -0.271
85 H -0.262 -3.981 -1.356
86 H -3.035 -7.942 0.231
87 H -2.209 -6.318 -1.652
88 H -5.586 -4.687 1.848

Calculated values
Spin multiplicity   1
Total charge   +1

Population analysis type Löwdin, resulting atomic charges in e: 0.783, -0.241, 0.485, -0.384, -0.436, -0.262, -0.056, -0.044, -0.047, -0.075, -0.317, 1.123, -0.364, -0.125, -0.069, -0.059, -0.057, -0.102, -0.320, -0.082, -0.059, -0.070, -0.131, -0.100, 0.120, 0.115, 0.115, 0.113, 0.104, 0.110, 0.111, 0.111, 0.093, 0.102, 0.112, 0.114, 0.106, 0.094, -0.192, 1.024, -0.184, -0.172, -0.556, 0.040, 0.039, 0.041, 0.047, 0.051, 0.017, 0.046, 0.021, 0.042, 0.715, -0.690, -0.127, -0.035, -0.191, -0.266, -0.043, -0.066, -0.053, -0.135, -0.052, -0.135, -0.111, -0.159, -0.328, -0.931, 0.784, 1.016, -0.413, -0.172, -0.571, 0.802, -0.133, 0.107, 0.107, 0.109, 0.143, 0.143, 0.125, 0.104, 0.136, 0.098, 0.146, 0.071, 0.122, 0.111

=====

Question: of the structures shown, which is the least stable? Reply: b.